Record 1
# C5H9NOS

An isolated molecule of C5H9NOS (ωB97M-V with the def2-TZVPD basis set, OMol25).

Last column: Mulliken charge in e.
Element x y z (Å)
N  -0.2961  -2.1382  -1.7252  -0.65
C  -0.7966  -0.8866  -1.2504  -0.51
C  -0.0853  -0.3287  -0.0428  -0.01
C  0.9931  -0.8036  0.6065  -0.43
O  1.4856  0.0135  1.5363  -0.41
C  0.4976  1.0479  1.6911  -0.40
C  -0.3521  1.0278  0.4519  0.00
S  0.0928  2.3997  -0.7275  -0.21
H  0.5945  -2.0555  -2.1903  0.27
H  -0.1500  -2.7396  -0.9463  0.25
H  -1.8719  -1.0546  -1.1101  0.27
H  -0.7320  -0.1166  -2.0170  0.36
H  1.5367  -1.7131  0.4333  0.39
H  1.0562  1.9544  1.9302  0.30
H  -0.1502  0.7521  2.5334  0.27
H  -1.3380  1.3214  0.7824  0.35
H  -0.4842  3.3196  0.0445  0.14

Calculated values
HOMO level = -8.50 eV
electronic energy = -19702.540 eV
SMILES string = NCC1=COC[C@H]1S
Kohn-Sham gap = 9.207 eV
charge = 0

---

Record 2
# C5H9NOS

An isolated molecule of C5H9NOS (ωB97M-V with the def2-TZVPD basis set, OMol25).

Last column: Mulliken charge in e.
Element x y z (Å)
C  1.5416  -0.7390  -1.8020  -1.17
C  0.3386  0.0869  -1.3522  0.07
C  -0.3047  0.0311  -0.1716  0.38
C  -0.1120  -0.8763  0.9780  -1.19
S  0.8700  -0.2073  2.3911  -0.25
C  -1.4466  1.0412  0.0451  0.35
N  -1.8621  1.0793  1.3502  -0.35
O  -1.9928  1.6941  -0.8282  -0.63
H  1.7769  -1.5173  -1.0666  0.32
H  2.4385  -0.1376  -2.0050  0.29
H  1.3095  -1.2437  -2.7420  0.33
H  -0.0635  0.8242  -2.0365  0.41
H  -1.0636  -1.2461  1.4204  0.43
H  0.3946  -1.7568  0.6036  0.43
H  1.9608  0.1957  1.6526  0.16
H  -1.1091  1.1319  2.0386  0.18
H  -2.6761  1.6397  1.5246  0.26

Calculated values
HOMO level = -9.38 eV
electronic energy = -19703.663 eV
SMILES string = C/C=C(\CS)C(N)=O
Kohn-Sham gap = 10.000 eV
charge = 0

---

Number 2 is which compound?
C5H9NOS